--- a ---
# C5H11NO4

A 2-piece molecular cluster, C5H11NO4 overall (wB97M-V/def2-TZVPD, the OMol25 dataset).

```
21
Properties=species:S:1:pos:R:3
O -1.2816 1.3464 2.7501
H -0.6579 0.6293 2.4955
H -0.9063 1.7185 3.5802
O 0.9333 3.3429 -0.3859
O 1.6181 -0.9114 0.2262
O -0.4283 1.5975 -1.0955
C -0.1491 2.7658 -0.4800
C 0.6173 -1.0723 -0.4331
N -0.3959 -1.7725 0.0511
C -0.2777 -2.4120 1.3681
C 0.5799 0.9124 -1.7974
C 0.4517 -0.5321 -1.7611
H -1.0761 3.1970 -0.0528
H -1.0598 -2.0314 -0.6829
H -1.2319 -2.7789 1.7823
H 0.0801 -1.5777 1.9945
H 0.4625 -3.2285 1.4133
H 1.5739 1.2809 -1.4786
H 0.4244 1.2289 -2.8468
H -0.5234 -0.8099 -2.2054
H 1.2467 -0.8928 -2.4418
```

Computed properties:
Kohn-Sham gap, Ha: 0.388
Charge: 0
E_HOMO, eV: -9.93

Löwdin atomic charge list, values in e, 2 entries:
1 O -0.083
2 H 0.030

***

--- b ---
# C5H11NO4

A 2-piece molecular cluster, C5H11NO4 overall (wB97M-V/def2-TZVPD, the OMol25 dataset).

```
21
Properties=species:S:1:pos:R:3
C 1.6869 1.1514 0.9797
C 0.3520 2.7541 -0.4636
C -0.7737 -3.0421 -0.4390
C 0.9669 1.3948 -0.3193
C -0.9268 -1.7978 0.3509
N -1.2090 -0.6465 -0.1655
O -1.4171 -0.5888 -1.5333
O -1.2640 0.4238 0.5136
O 0.9557 0.5734 -1.2142
O -0.7498 -1.8344 1.6810
H 1.8402 0.0868 1.1419
H 1.1354 1.5876 1.8065
H 2.6621 1.6348 0.9169
H -0.6170 2.7263 0.0330
H 0.1978 2.9977 -1.5127
H 0.9663 3.5109 0.0162
H -1.7181 -3.3309 -0.8965
H -0.4334 -3.8316 0.2240
H -0.0468 -2.8864 -1.2352
H -0.7435 0.0314 -1.8813
H -0.8642 -0.9145 1.9969
```

Computed properties:
Kohn-Sham gap, Ha: 0.336
Charge: 0
E_HOMO, eV: -8.36

Löwdin atomic charge list, values in e, 2 entries:
1 C -0.019
2 C -0.018

***

What is the stability order? It is a, b, from most stable to least stable.

***

--- a ---
# C4H8N2P

An isolated ion of composition C4H8N2P and charge +1 (wB97M-V/def2-TZVPD, the OMol25 dataset).

```
15
Properties=species:S:1:pos:R:3
C 1.2072 0.0252 0.2029
C 0.0191 0.5609 0.4756
C 0.7194 -1.6924 -1.3863
C -0.3067 1.6627 1.5282
N 1.4851 -0.9630 -0.6623
N -1.0092 0.1532 -0.3656
P -0.9893 -1.5223 -1.4230
H 2.0932 0.3543 0.7762
H -1.2031 2.3288 1.4502
H -0.3424 1.0595 2.4622
H 0.5711 2.3192 1.8484
H 2.5319 -1.2473 -0.5727
H -1.9410 0.5016 -0.0357
H -1.3390 -0.7419 -2.4278
H -1.4963 -2.7983 -1.8704
```

Computed properties:
Kohn-Sham gap, Ha: 0.253
Charge: +1
E_HOMO, eV: -12.93

Löwdin atomic charge list, values in e, 2 entries:
1 C -0.097
2 C -0.318

***

--- b ---
# C4H8N2P

An isolated ion of composition C4H8N2P and charge +1 (wB97M-V/def2-TZVPD, the OMol25 dataset).

```
15
Properties=species:S:1:pos:R:3
C 0.6318 -1.4976 0.0171
C 1.4027 -0.3911 -0.0756
C -0.9445 0.0957 -0.0271
C -2.2523 0.8111 -0.0248
N -0.7291 -1.2695 -0.0723
N 0.1947 0.7362 -0.0727
P 2.9511 0.3932 -0.3754
H 0.9263 -2.5223 0.2316
H -2.4090 1.2747 0.9528
H -2.1477 1.5771 -0.8395
H -2.9944 0.0660 -0.1885
H -1.4301 -1.9585 -0.3069
H 0.4111 1.6563 -0.5118
H 3.8266 -0.2563 0.5901
H 2.5628 1.2850 0.7029
```

Computed properties:
Kohn-Sham gap, Ha: 0.359
Charge: +1
E_HOMO, eV: -13.34

Löwdin atomic charge list, values in e, 2 entries:
1 C -0.092
2 C -0.449

***

What is the stability order? It is b, a, from most stable to least stable.

***

--- a ---
# C30H44BrN3P2Ti

C30H44BrN3P2Ti as an isolated structure (wB97M-V/def2-TZVPD, the OMol25 dataset).

```
81
Properties=species:S:1:pos:R:3
C -0.4521 -6.6688 -3.8109
C 0.3101 -5.4849 -3.7649
C 1.2961 -5.2732 -4.7389
C 1.5075 -6.2683 -5.6998
N 0.7907 -7.3910 -5.7209
C -0.1616 -7.6007 -4.8162
C 0.0529 -4.4763 -2.7827
C -0.4078 -3.6625 -2.0016
C -0.8795 -2.6475 -1.1630
C -2.2460 -2.5856 -0.7996
C -2.6722 -1.6117 0.0913
C -1.7123 -0.7496 0.5890
C -0.3346 -0.7110 0.1292
C 0.0791 -1.7281 -0.7492
Ti -0.7051 0.3879 1.8018
P -1.9162 2.0478 0.3483
H 1.8646 -4.3447 -4.7739
H -1.2662 -6.8500 -3.1112
H 2.2746 -6.1366 -6.4636
H -0.7263 -8.5343 -4.8772
H 1.1247 -1.7964 -1.0490
H -2.9474 -3.3092 -1.2248
H 0.3913 0.1733 0.2688
H -3.7106 -1.5387 0.4044
C -2.0315 3.6478 1.2203
C -2.1915 4.8871 0.3357
H -1.1187 3.7364 1.8360
H -2.8723 3.5548 1.9289
H -2.3265 5.7655 0.9786
H -1.2960 5.0666 -0.2702
H -3.0634 4.8253 -0.3255
C -1.1108 2.3056 -1.2834
C -1.6826 1.5228 -2.4620
H -0.0582 2.0198 -1.1531
H -1.1104 3.3855 -1.4892
H -1.0127 1.6409 -3.3240
H -1.7491 0.4481 -2.2495
H -2.6699 1.8894 -2.7714
C -3.6509 1.6261 -0.1128
C -4.5215 2.7430 -0.6842
H -4.1103 1.2383 0.8058
H -3.5996 0.7710 -0.7980
H -5.4999 2.3199 -0.9542
H -4.7077 3.5368 0.0501
H -4.1031 3.1880 -1.5975
Br -2.9957 0.2960 2.9066
P 3.3452 2.2424 0.3834
C 1.9985 3.2095 -0.4121
C 2.3819 4.6668 -0.6836
H 1.1181 3.1517 0.2443
H 1.7664 2.7099 -1.3635
H 1.6503 5.1315 -1.3569
H 2.4059 5.2568 0.2409
H 3.3672 4.7367 -1.1616
C 2.8249 1.9259 2.1046
C 4.0312 2.0273 3.0452
H 2.3733 0.9237 2.1467
H 2.0594 2.6704 2.3609
H 3.7129 2.0497 4.0937
H 4.7071 1.1720 2.9197
H 4.6118 2.9387 2.8510
C 3.2459 0.5944 -0.4428
C 4.2261 0.5268 -1.6237
H 2.2106 0.4060 -0.7647
H 3.5127 -0.1533 0.3189
H 4.3548 -0.5129 -1.9457
H 3.8624 1.1001 -2.4860
H 5.2135 0.9179 -1.3431
N -0.0065 0.6903 4.0781
C 0.0162 -0.7315 4.1789
C 0.1860 -1.4443 5.3552
C 0.0532 -2.8394 5.2760
C -0.3198 -3.4274 4.0574
C -0.4230 -2.6472 2.9169
N -0.1811 -1.3056 2.9863
H -0.7202 1.1462 4.6594
H 0.8805 1.1253 4.3615
H 0.4160 -0.9053 6.2810
H 0.2523 -3.4705 6.1457
H -0.5086 -4.5034 3.9773
H -0.6963 -3.0337 1.9283
```

Computed properties:
Kohn-Sham gap (alpha / beta), Ha: 0.257 / 0.111
Charge: +2
Spin multiplicity: 3
E_HOMO (alpha / beta), eV: -12.76 / -12.76

Löwdin atomic charge list, values in e, 2 entries:
1 C -0.001
2 C -0.235

***

--- b ---
# C30H44BrN3P2Ti

C30H44BrN3P2Ti as an isolated structure (wB97M-V/def2-TZVPD, the OMol25 dataset).

```
81
Properties=species:S:1:pos:R:3
C -1.2840 4.7124 -1.7355
C -1.5019 3.4209 -2.2228
C -1.7511 3.2354 -3.5867
C -1.7856 4.3703 -4.4089
N -1.5905 5.5971 -3.9392
C -1.3414 5.7819 -2.6485
C -1.4240 2.2672 -1.3229
C -0.4686 1.4154 -0.8537
C 0.7264 1.0998 -0.1646
C 1.4208 2.0287 0.6474
C 2.2047 1.5571 1.6689
C 2.0687 0.1746 2.1359
C 1.3360 -0.7569 1.2579
C 1.0181 -0.2549 -0.0341
Ti -2.1516 0.6793 -0.4983
P 3.3401 -1.2095 1.5069
H -1.9013 2.2448 -4.0157
H -1.0682 4.8903 -0.6811
H -1.9689 4.2517 -5.4774
H -1.1632 6.8008 -2.3031
H 0.8896 -0.9114 -0.8978
H 1.2596 3.0938 0.4648
H 0.7304 -1.5732 1.6889
H 2.8395 2.2160 2.2599
C 3.0741 -2.8097 2.3386
C 3.8282 -4.0152 1.7714
H 1.9957 -3.0201 2.3177
H 3.3402 -2.6491 3.3944
H 3.5109 -4.9123 2.3183
H 3.5966 -4.1771 0.7117
H 4.9164 -3.9385 1.8843
C 3.7049 -1.4376 -0.2613
C 4.0160 -0.1600 -1.0385
H 2.8585 -1.9824 -0.7082
H 4.5670 -2.1189 -0.2888
H 4.2598 -0.4401 -2.0717
H 3.1587 0.5199 -1.0763
H 4.8767 0.3860 -0.6278
C 4.8811 -0.5097 2.1763
C 6.1549 -1.3325 1.9563
H 4.6921 -0.3584 3.2477
H 4.9848 0.4848 1.7210
H 7.0064 -0.7576 2.3445
H 6.1379 -2.2878 2.4976
H 6.3570 -1.5359 0.8953
Br 1.8468 0.0232 4.0313
P -2.5390 -1.5934 -1.4739
C -0.9321 -2.4740 -1.6582
C -0.9664 -4.0045 -1.6977
H -0.3598 -2.1810 -0.7675
H -0.4284 -2.0695 -2.5488
H 0.0663 -4.3717 -1.7703
H -1.4012 -4.4302 -0.7846
H -1.5195 -4.3810 -2.5661
C -2.8876 -1.9769 0.3247
C -3.9350 -3.0929 0.4210
H -3.2794 -1.0650 0.8259
H -1.9454 -2.2912 0.8035
H -4.1982 -3.2533 1.4726
H -4.8473 -2.8140 -0.1154
H -3.5633 -4.0380 0.0127
C -2.7065 -0.1406 -2.6735
C -3.0810 -0.6466 -4.0925
H -1.7322 0.3846 -2.7277
H -3.4955 0.5593 -2.3165
H -3.3667 0.2061 -4.7355
H -2.2412 -1.1669 -4.5784
H -3.9332 -1.3363 -4.0219
N -1.6441 0.3471 1.7373
C -2.5472 1.4103 2.0428
C -2.7943 1.8398 3.3270
C -3.5372 3.0185 3.4620
C -4.0059 3.6606 2.3031
C -3.8111 3.0909 1.0537
N -3.1274 1.9130 0.9469
H -0.6863 0.5059 2.0668
H -1.8823 -0.5080 2.2474
H -2.3980 1.2465 4.1597
H -3.7216 3.4383 4.4556
H -4.5461 4.6077 2.3737
H -4.2037 3.5036 0.1180
```

Computed properties:
Kohn-Sham gap (alpha / beta), Ha: 0.209 / 0.256
Charge: +2
Spin multiplicity: 3
E_HOMO (alpha / beta), eV: -11.74 / -13.14

Löwdin atomic charge list, values in e, 2 entries:
1 C -0.022
2 C -0.231

***

What is the stability order? It is a, b, from most stable to least stable.

***

--- a ---
# C2H14O6

A 5-piece molecular cluster, C2H14O6 overall (wB97M-V/def2-TZVPD, the OMol25 dataset).

```
22
Properties=species:S:1:pos:R:3
C 26.1908 1.1796 22.4768
C 26.4780 1.6837 23.8834
O 27.8610 1.9815 24.0269
O 26.9670 0.0075 22.1776
H 26.4980 1.9574 21.7718
H 25.1237 0.9417 22.3773
H 26.1014 1.0513 24.6942
H 25.9470 2.6336 23.9929
H 28.3644 1.2719 23.6046
H 27.1058 0.0096 21.2299
O 28.6655 -4.8840 24.6157
H 29.2028 -5.2027 23.8838
H 28.5555 -3.9282 24.4513
O 29.3252 -2.7752 21.0485
H 29.8045 -3.3154 20.4089
H 28.7808 -2.1862 20.5140
O 30.4177 -0.6062 24.5751
H 30.6840 -1.0463 25.3883
H 29.7590 -1.2018 24.1727
O 28.2457 -2.2155 23.5885
H 27.5498 -1.5649 23.3966
H 28.4117 -2.6774 22.7398
```

Computed properties:
Kohn-Sham gap, Ha: 0.377
Charge: 0
E_HOMO, eV: -10.42

Löwdin atomic charge list, values in e, 2 entries:
1 C -0.214
2 C -0.243

***

--- b ---
# C2H14O6

A 6-piece molecular cluster, C2H14O6 overall (wB97M-V/def2-TZVPD, the OMol25 dataset).

```
22
Properties=species:S:1:pos:R:3
O 0.4568 -2.1648 1.8209
C -0.2363 -1.2082 2.0468
C -1.7496 -1.4033 2.0575
H 0.1924 -0.1942 2.1522
H -2.3836 -0.9775 1.2871
H -2.2007 -1.0319 2.9842
H -1.9925 -2.4725 2.0293
H 1.7058 2.2356 1.6809
H 0.5425 1.5121 0.7971
O 1.2779 1.4382 1.4197
H -0.0481 1.3913 -3.5231
H 0.0203 0.3363 -2.4890
O -0.5764 1.0382 -2.8047
H -0.5869 1.8655 -1.2827
H -0.7599 3.2657 -0.7111
O -0.5939 2.3594 -0.4223
H 0.5451 -2.6536 -1.8287
H 0.0362 -2.2449 -0.5201
O 0.4984 -1.8592 -1.2644
H 2.0558 0.7799 -0.5992
H 1.8412 -0.4808 -1.3205
O 1.9554 0.4686 -1.5099
```

Computed properties:
Kohn-Sham gap, Ha: 0.379
Charge: 0
E_HOMO, eV: -9.78

Löwdin atomic charge list, values in e, 2 entries:
1 O 0.025
2 C -0.285

***

What is the stability order? It is b, a, from most stable to least stable.